Record 1
The following is a DFT calculation (ωB97M-V with the def2-TZVPD basis set) of 2 unconnected molecules or ions with the total composition C4H14N2OSi at a distorted geometry.

```
22
Properties=species:S:1:pos:R:3:mulliken_charge:R:1
C 0.772 -3.326 2.082 -0.9491
C -1.217 4.241 -2.262 -0.7181
C 1.362 0.806 0.854 -0.7813
C -0.197 -3.805 0.947 -0.1981
N -0.684 2.795 -2.281 -0.5608
N 0.751 -0.444 0.668 -0.1124
O -0.913 -2.592 0.440 -0.2404
Si -0.666 -0.996 0.094 0.2400
H 1.339 -2.548 1.515 0.3018
H 0.187 -3.076 2.966 0.2771
H 1.399 -4.218 2.359 0.3267
H -2.223 4.402 -1.775 0.2850
H -0.497 5.053 -2.092 0.2630
H -1.396 4.415 -3.369 0.2596
H 2.443 0.645 0.735 0.2753
H 1.304 1.519 0.008 0.1759
H 1.187 1.209 1.891 0.2619
H -1.027 -4.405 1.459 0.2359
H 0.388 -4.288 0.123 0.2581
H 0.256 3.023 -2.750 0.2547
H -0.586 2.440 -1.327 0.2322
H -1.982 -0.849 -0.284 -0.0871
```

Its total charge is 0. The calculation puts the energy at -634.95057 Ha. The LUMO energy comes out at 0.484 eV. The value obtained for the highest occupied orbital energy is -0.321 hartree. Its structure (SMILES) is CCO/[SiH]=N/C.CN. The orbital gap is 9.2219 eV. The molar mass is 134.26 Da. The energy above the lowest of the compared OMol25 structures with the same formula, charge and spin comes out at 3.8353 eV.

Record 2
The following is a DFT calculation (ωB97M-V with the def2-TZVPD basis set) of a molecular structure, C5H6N at a distorted geometry.

```
12
Properties=species:S:1:pos:R:3:mulliken_charge:R:1
C -1.861 -0.456 0.032 -0.2317
C 1.042 0.701 0.261 -0.8742
C 0.794 -0.852 0.051 -0.5016
C -0.208 0.924 -0.491 0.3484
C -0.529 -0.488 -0.546 0.3393
N -1.504 0.698 0.496 -0.2836
H -2.601 -1.135 0.430 0.3894
H 0.910 0.826 1.341 0.2769
H 1.905 1.112 -0.049 0.4033
H 1.404 -1.193 -0.846 0.2823
H 0.862 -1.551 0.764 0.4314
H -0.213 1.413 -1.444 0.4200
```

Its total charge is +1. The calculation puts the energy at -248.42236 Ha. The LUMO energy comes out at -5.971 eV. The value obtained for the highest occupied orbital energy is -0.605 hartree. The orbital gap is 10.4816 eV. The molar mass is 80.11 Da. The energy above the lowest of the compared OMol25 structures with the same formula, charge and spin comes out at 5.2608 eV.

Record 3
The following is a DFT calculation (ωB97M-V with the def2-TZVPD basis set) of 2 unconnected molecules or ions with the total composition C4H13N3 at a distorted geometry.

```
20
Properties=species:S:1:pos:R:3:mulliken_charge:R:1
C 1.904 1.221 -0.701 -0.6265
C 0.532 1.089 0.116 -0.4819
C -0.395 0.063 -0.515 -0.5639
N -2.403 -1.913 -0.712 -0.3558
C -2.026 -1.746 0.574 0.1036
N -1.151 -0.899 1.086 -0.3978
N 2.963 1.898 0.130 -0.3536
H 2.313 0.254 -0.992 0.4142
H 1.847 1.904 -1.583 0.3366
H 0.855 0.774 1.096 0.4302
H 0.029 2.056 0.137 0.3678
H -0.164 -0.786 -1.153 0.4851
H -1.455 0.283 -0.631 0.3759
H -2.715 -2.835 -0.975 0.2561
H -2.632 -1.108 -1.275 0.2296
H -2.461 -2.496 1.265 0.3610
H -1.178 -1.168 2.072 0.2960
H 2.615 2.524 0.881 0.3685
H 3.739 2.435 -0.321 0.3739
H 3.445 1.153 0.636 0.3809
```

Its total charge is +2. The calculation puts the energy at -323.77116 Ha. The LUMO energy comes out at -8.399 eV. The value obtained for the highest occupied orbital energy is -0.659 hartree. The orbital gap is 9.5335 eV. The molar mass is 103.17 Da. The energy above the lowest of the compared OMol25 structures with the same formula, charge and spin comes out at 3.3150 eV.

Record 4
The following is a DFT calculation (ωB97M-V with the def2-TZVPD basis set) of a molecular structure, C16H14BrF6N2O2PtSb.

```
43
Properties=species:S:1:pos:R:3:mulliken_spin:R:1
Pt 0.418 -0.297 1.064 1.6901
O -0.975 -4.086 1.929 0.2085
C -1.248 -4.665 0.809 0.2056
C -1.846 -5.966 0.888 0.1528
C -2.079 -6.678 -0.254 -0.0234
C -1.728 -6.123 -1.493 0.2694
C -1.157 -4.824 -1.581 0.0669
C -0.940 -4.068 -0.468 0.1588
C -0.308 -2.690 -0.568 -0.0549
O 0.137 -2.228 0.628 0.0918
N -1.305 -1.709 -1.170 0.4297
N -1.059 -0.456 -1.072 0.1093
C -1.894 0.418 -1.633 0.1207
C -1.604 1.799 -1.692 0.0149
Br 0.026 2.421 -1.040 0.0114
C -2.582 2.619 -2.232 0.2714
C -2.636 4.051 -2.452 0.0487
C -1.545 4.931 -2.516 0.2164
C -1.734 6.347 -2.728 0.2612
C -2.990 6.888 -2.917 0.0254
C -4.074 6.031 -2.891 0.2584
C -3.896 4.616 -2.688 0.2577
H -0.471 -3.244 1.751 -0.0007
H -2.064 -6.350 1.877 -0.0022
H -2.510 -7.669 -0.206 0.0053
H -1.879 -6.690 -2.402 0.0007
H -0.874 -4.456 -2.562 0.0070
H 0.494 -2.723 -1.322 0.0267
H -2.072 -2.054 -1.753 -0.0106
H -2.826 0.066 -2.072 -0.0122
H -3.499 2.104 -2.503 -0.0007
H -0.528 4.573 -2.454 0.0328
H -0.852 6.976 -2.734 0.0026
H -3.122 7.951 -3.073 0.0074
H -5.083 6.405 -3.021 0.0034
H -4.780 3.990 -2.723 0.0010
F 0.538 1.595 1.962 0.0398
Sb 2.347 1.277 2.889 -0.0133
F 1.545 1.797 4.463 0.0000
F 1.475 -0.488 3.044 0.0656
F 3.951 0.662 3.530 0.0004
F 2.568 0.572 1.081 0.0562
F 2.834 2.967 2.335 0.0001
```

Its total charge is +3. The calculation puts the energy at -4409.66097 Ha. The LUMO energy (alpha / beta) comes out at -10.764 / -13.266 eV. The value obtained for the highest occupied orbital energy (alpha / beta) is -0.670 / -0.697 hartree. Its spin multiplicity is 6. The orbital gap (alpha / beta) is 7.4701 / 5.6943 eV. The molar mass is 777.03 Da. The expectation value of S² is 8.87.

Record 5
The following is a DFT calculation (ωB97M-V with the def2-TZVPD basis set) of 10 unconnected molecules or ions with the total composition C16H52N10O10 at a distorted geometry.

```
88
Properties=species:S:1:pos:R:3:mulliken_charge:R:1
C -4.301 -1.285 -0.325 -0.1741
O -4.298 -2.385 -1.161 -0.5073
H -4.883 -1.481 0.596 0.3717
H -4.794 -0.494 -0.823 0.3871
H -3.272 -1.047 -0.120 -0.3455
H -5.232 -2.372 -1.406 0.3201
C -2.872 0.983 2.106 -0.6788
O -2.884 1.322 0.740 -0.5561
H -3.483 1.768 2.537 0.4260
H -1.929 0.901 2.532 0.0978
H -3.254 -0.053 2.208 0.2159
H -3.739 1.663 0.448 0.3280
C 0.039 -0.169 0.343 0.8959
O -0.683 -1.158 1.031 -1.2759
N -0.318 1.054 0.239 0.5714
N 1.161 -0.503 -0.199 0.1397
H -1.305 1.284 0.591 -0.0673
H 0.323 1.817 -0.191 -0.3591
H 1.612 -1.239 0.334 0.3088
H 1.906 0.120 -0.573 0.0671
C 0.178 -3.031 4.382 0.5105
O 0.378 -3.127 5.709 -0.7453
N -0.070 -1.994 3.635 -0.2245
N 0.198 -4.130 3.639 -0.3747
H -0.194 -1.168 4.137 0.1815
H -0.607 -1.990 2.813 0.2500
H 0.706 -4.858 4.132 0.2440
H 0.252 -4.059 2.645 0.3547
C 1.910 -3.375 1.230 0.2407
O 2.849 -4.269 0.779 -0.7505
N 2.127 -2.309 2.021 0.0130
N 0.639 -3.464 0.849 -0.1407
H 3.066 -2.109 2.305 0.1934
H 1.382 -1.938 2.656 0.0274
H 0.012 -2.576 0.858 0.2386
H 0.317 -4.203 0.179 0.2103
C -1.569 4.240 -1.571 0.2368
O -2.441 3.483 -0.851 -0.5495
N -1.319 5.503 -1.369 -0.3938
N -0.750 3.761 -2.413 -0.4965
H -2.085 5.881 -0.748 0.3084
H -0.737 6.162 -1.911 0.2045
H -0.924 2.722 -2.634 0.4153
H -0.202 4.299 -3.136 0.2800
C 2.343 2.523 -0.681 0.1915
O 3.344 2.720 0.278 -0.6818
N 2.496 1.587 -1.592 -0.3746
N 1.149 3.079 -0.642 -0.3776
H 3.433 1.235 -1.763 0.2544
H 1.896 1.568 -2.468 0.2141
H 0.972 3.786 0.098 0.3225
H 0.530 3.313 -1.464 0.3125
C 1.837 3.087 4.196 -1.7641
C 1.665 2.079 3.115 1.8798
C 2.448 0.816 3.419 -1.3588
O 0.472 1.663 2.943 -0.5827
H 1.368 4.034 3.967 0.4134
H 2.898 3.248 4.368 0.3850
H 1.309 2.725 5.097 0.3528
H 2.068 2.464 2.158 -0.4054
H 2.769 0.359 2.489 0.1849
H 1.872 -0.075 3.736 0.0710
H 3.324 0.893 4.008 0.4891
H 0.279 1.755 1.994 0.3576
C -3.442 1.264 -2.735 -1.4700
C -2.207 0.398 -2.633 2.6872
C -1.933 -0.609 -3.718 -1.4480
O -1.191 1.069 -2.543 -0.7311
H -3.229 2.312 -2.926 0.2157
H -3.936 1.133 -1.800 0.0672
H -4.005 0.870 -3.518 0.4797
H -2.221 -0.132 -1.677 -0.9235
H -1.773 -0.130 -4.635 0.4541
H -2.752 -1.421 -3.667 0.3434
H -0.969 -1.184 -3.563 0.1086
H -0.996 1.049 -1.621 0.0992
C 2.529 -4.131 -2.686 -1.6911
C 2.343 -2.676 -2.492 1.0260
C 2.768 -1.830 -3.745 -1.2832
O 1.180 -2.446 -2.095 -0.4017
H 1.885 -4.495 -3.458 0.4012
H 2.223 -4.701 -1.791 0.2941
H 3.580 -4.363 -2.897 0.3785
H 2.876 -2.434 -1.580 0.1475
H 3.005 -0.847 -3.405 0.1951
H 1.946 -1.852 -4.395 0.3198
H 3.721 -2.282 -4.205 0.3891
H 1.173 -1.573 -1.700 0.0595
```

Its total charge is 0. The calculation puts the energy at -1940.58256 Ha. The LUMO energy comes out at -0.656 eV. The value obtained for the highest occupied orbital energy is -0.324 hartree. Its structure (SMILES) is NC(N)=O.NC(N)=O.NC(N)=O.NC(N)=O.NC(N)=O.CC(C)O.CC(C)O.CC(C)O.CO.CO. The orbital gap is 8.1473 eV. The molar mass is 544.65 Da. The energy above the lowest of the compared OMol25 structures with the same formula, charge and spin comes out at 10.5870 eV.